Below is 10 unconnected molecules or ions with the total composition C30H70N10O10 at a distorted geometry, with properties calculated with the ωB97M-V functional and the def2-TZVPD basis.

## Properties
- calculated total energy (a.u.) = -2484.82448
- net charge = 0
- LUMO energy (eV) = 0.0425
- frontier orbital gap (eV) = 9.2
- energy above the lowest of the compared OMol25 structures with the same formula, charge and spin (kcal per mole) = 280.9
- structure (SMILES) = CN(C)C=O.CN(C)C=O.CN(C)C=O.CN(C)C=O.CN(C)C=O.CN(C)C=O.CN(C)C=O.CN(C)C=O.CN(C)C=O.CN(C)C=O

Last column: Mulliken charge in e.
Cartesian coordinates (Å):
C1 10.95 13.08 -19.54  -0.89
N1 9.76 13.39 -20.34  0.10
C2 9.76 14.64 -21.10  -1.05
C3 8.69 12.65 -20.52  0.19
O1 8.43 11.55 -19.97  -0.63
H1 11.12 14.03 -19.04  0.32
H2 11.84 12.93 -20.16  0.30
H3 10.91 12.43 -18.67  0.33
H4 10.63 14.83 -21.73  0.32
H5 9.04 14.72 -21.91  0.36
H6 9.65 15.43 -20.36  0.36
H7 8.02 13.30 -21.10  0.29
C4 6.35 10.53 -13.57  -0.88
N2 5.13 10.77 -12.86  0.10
C5 4.03 9.83 -13.23  -0.94
C6 5.09 11.66 -11.86  0.18
O2 4.18 11.91 -11.11  -0.57
H8 6.21 10.85 -14.61  0.34
H9 6.55 9.46 -13.58  0.28
H10 7.08 11.24 -13.19  0.27
H11 3.06 9.99 -12.77  0.31
H12 3.77 10.00 -14.28  0.34
H13 4.21 8.77 -13.05  0.33
H14 6.06 12.16 -11.70  0.24
C7 22.94 4.75 -14.26  -0.93
N3 21.77 5.70 -14.33  0.11
C8 20.88 5.82 -13.17  -0.92
C9 21.86 6.53 -15.39  0.21
O3 21.08 7.50 -15.50  -0.63
H15 23.52 4.89 -13.35  0.31
H16 23.59 4.84 -15.13  0.29
H17 22.67 3.70 -14.19  0.31
H18 20.45 4.84 -12.94  0.34
H19 21.44 5.98 -12.25  0.33
H20 20.05 6.52 -13.18  0.30
H21 22.69 6.28 -16.06  0.27
C10 14.47 20.19 -19.45  -0.91
N4 15.33 19.49 -20.36  0.08
C11 14.77 18.79 -21.55  -0.85
C12 16.65 19.37 -19.98  0.17
O4 17.54 18.80 -20.61  -0.59
H22 15.02 20.95 -18.88  0.32
H23 13.99 19.43 -18.84  0.32
H24 13.67 20.66 -20.03  0.30
H25 14.30 19.49 -22.24  0.28
H26 15.53 18.17 -22.03  0.30
H27 14.05 18.05 -21.20  0.33
H28 16.82 19.89 -19.03  0.26
C13 24.01 10.15 -8.89  -0.95
N5 22.69 10.51 -9.44  0.04
C14 22.71 11.02 -10.83  -0.95
C15 21.50 10.57 -8.71  0.13
O5 21.40 10.10 -7.61  -0.55
H29 24.59 11.04 -8.63  0.35
H30 24.63 9.48 -9.48  0.31
H31 23.86 9.64 -7.94  0.33
H32 22.79 10.18 -11.52  0.30
H33 22.12 11.79 -11.32  0.37
H34 23.70 11.48 -10.73  0.30
H35 20.72 11.04 -9.33  0.31
C16 16.86 6.87 -20.63  -0.84
N6 16.98 7.83 -21.74  0.09
C17 17.69 9.17 -21.49  -0.90
C18 16.35 7.60 -22.87  0.22
O6 16.11 8.45 -23.77  -0.63
H36 16.33 6.01 -21.04  0.27
H37 16.36 7.20 -19.72  0.30
H38 17.78 6.42 -20.26  0.32
H39 17.31 9.95 -22.15  0.31
H40 17.55 9.64 -20.52  0.33
H41 18.75 9.02 -21.68  0.29
H42 15.82 6.63 -22.85  0.23
C19 7.48 8.13 -6.89  -0.95
N7 8.46 9.04 -6.33  0.13
C20 8.31 9.19 -4.85  -0.94
C21 9.41 9.76 -7.11  0.07
O7 9.55 9.57 -8.29  -0.54
H43 7.91 7.14 -6.74  0.34
H44 7.32 8.24 -7.96  0.30
H45 6.48 8.22 -6.46  0.31
H46 7.30 9.24 -4.44  0.31
H47 8.84 8.43 -4.28  0.32
H48 8.74 10.11 -4.44  0.32
H49 10.12 10.43 -6.60  0.33
C22 11.32 5.39 -12.32  -0.93
N8 11.33 4.17 -13.21  0.05
C23 10.21 3.29 -13.32  -0.96
C24 12.53 3.78 -13.78  0.10
O8 12.54 2.79 -14.50  -0.59
H50 11.56 6.26 -12.94  0.28
H51 12.07 5.09 -11.60  0.35
H52 10.40 5.57 -11.77  0.36
H53 10.04 2.71 -12.41  0.30
H54 9.36 3.91 -13.57  0.35
H55 10.34 2.63 -14.18  0.34
H56 13.39 4.41 -13.51  0.35
C25 15.67 11.54 -14.21  -0.97
N9 14.98 12.81 -14.42  0.07
C26 13.56 12.68 -14.09  -0.95
C27 15.53 13.94 -14.85  0.17
O9 14.88 14.97 -15.00  -0.62
H57 15.24 10.89 -13.44  0.32
H58 16.75 11.53 -14.09  0.30
H59 15.52 11.16 -15.22  0.42
H60 13.33 12.80 -13.03  0.29
H61 12.91 13.41 -14.56  0.32
H62 13.20 11.73 -14.47  0.37
H63 16.58 13.74 -15.11  0.29
C28 22.69 17.12 -16.87  -0.97
N10 23.28 16.44 -15.74  0.04
C29 24.18 15.37 -16.04  -0.96
C30 23.34 17.17 -14.61  0.03
O10 24.20 17.03 -13.78  -0.58
H64 22.81 18.20 -16.93  0.35
H65 21.60 17.06 -16.92  0.30
H66 23.14 16.59 -17.71  0.37
H67 24.91 15.84 -16.70  0.37
H68 24.61 14.91 -15.15  0.31
H69 23.58 14.72 -16.68  0.34
H70 22.54 17.92 -14.50  0.39

Below is 9 unconnected molecules or ions with the total composition C30H72F6N8O6P at a distorted geometry, with properties calculated with the ωB97M-V functional and the def2-TZVPD basis.

## Properties
- calculated total energy (a.u.) = -3016.43102
- net charge = -1
- LUMO energy (eV) = 2.0344
- frontier orbital gap (eV) = 8.7
- energy above the lowest of the compared OMol25 structures with the same formula, charge and spin (kcal per mole) = 108.9

Last column: Mulliken charge in e.
Cartesian coordinates (Å):
P1 -0.27 -0.60 0.82  1.24
F1 0.24 -1.73 -0.21  -0.36
F2 -0.65 0.36 -0.44  -0.38
F3 -1.82 -1.13 0.80  -0.37
F4 -0.74 0.61 1.84  -0.37
F5 0.09 -1.55 2.15  -0.39
F6 1.24 0.01 0.88  -0.36
C1 -0.62 0.43 -5.92  -1.10
C2 -1.62 -0.68 -5.83  -0.70
N1 -1.57 -1.89 -6.60  0.23
C3 -1.54 -1.89 -8.05  -0.45
C4 -2.30 -0.83 -8.81  -1.36
C5 -0.37 -2.66 -6.09  -0.55
C6 -0.49 -4.15 -6.52  -1.26
H1 -0.88 1.28 -5.29  0.42
H2 -0.68 0.83 -6.93  0.16
H3 0.34 0.13 -5.49  0.32
H4 -1.80 -0.83 -4.76  0.41
H5 -2.53 -0.29 -6.28  0.38
H6 -0.56 -2.03 -8.49  0.40
H7 -1.97 -2.83 -8.39  0.37
H8 -3.20 -0.46 -8.31  0.33
H9 -1.63 0.04 -8.83  0.27
H10 -2.44 -1.25 -9.81  0.38
H11 -0.36 -2.65 -5.00  0.43
H12 0.56 -2.23 -6.45  0.32
H13 -1.42 -4.63 -6.22  0.30
H14 0.19 -4.81 -5.99  0.41
H15 -0.46 -4.23 -7.61  0.28
C7 4.63 2.76 -2.66  -1.11
C8 5.84 3.67 -2.95  -0.68
N2 7.06 2.94 -2.40  0.24
C9 7.76 3.47 -1.23  -0.42
C10 6.98 3.51 0.14  -1.29
C11 7.97 2.74 -3.58  -0.58
C12 9.08 1.77 -3.32  -1.26
H16 4.58 2.55 -1.60  0.24
H17 4.75 1.77 -3.12  0.27
H18 3.71 3.22 -3.02  0.41
H19 5.84 3.83 -4.02  0.40
H20 5.58 4.60 -2.44  0.34
H21 8.67 2.87 -1.12  0.29
H22 7.97 4.50 -1.53  0.37
H23 6.06 4.09 0.27  0.30
H24 6.65 2.47 0.22  0.31
H25 7.57 3.83 1.00  0.36
H26 8.32 3.65 -4.07  0.37
H27 7.28 2.37 -4.34  0.41
H28 9.42 1.45 -4.31  0.40
H29 8.68 0.90 -2.80  0.27
H30 9.92 2.14 -2.74  0.34
C13 -5.00 -1.84 4.56  0.20
O1 -5.73 -1.05 3.93  -0.63
N3 -4.91 -3.14 4.34  0.13
C14 -4.38 -4.01 5.42  -1.00
C15 -5.42 -3.89 3.17  -0.89
H31 -4.32 -1.44 5.33  0.27
H32 -5.13 -4.60 5.96  0.29
H33 -3.81 -3.41 6.12  0.33
H34 -3.63 -4.66 4.96  0.37
H35 -6.46 -4.21 3.18  0.29
H36 -5.30 -3.41 2.20  0.35
H37 -4.82 -4.80 3.19  0.29
C16 -4.29 4.59 0.68  0.21
O2 -5.23 4.02 1.23  -0.59
N4 -4.06 5.92 0.71  0.04
C17 -2.86 6.60 0.31  -0.89
C18 -4.86 6.78 1.53  -0.98
H38 -3.51 4.05 0.13  0.30
H39 -2.30 6.79 1.23  0.32
H40 -3.25 7.41 -0.30  0.31
H41 -2.22 5.89 -0.22  0.31
H42 -4.24 7.07 2.38  0.34
H43 -5.21 7.64 0.95  0.30
H44 -5.70 6.39 2.11  0.33
C19 2.01 -1.92 8.27  0.13
O3 1.11 -1.74 9.08  -0.60
N5 2.10 -1.42 7.04  0.10
C20 3.11 -1.76 6.02  -0.93
C21 0.89 -0.74 6.51  -0.93
H45 2.86 -2.59 8.51  0.30
H46 3.49 -0.85 5.56  0.29
H47 2.74 -2.48 5.29  0.37
H48 4.02 -2.18 6.45  0.32
H49 1.23 -0.12 5.68  0.32
H50 0.13 -1.40 6.08  0.32
H51 0.41 -0.15 7.29  0.30
C22 -6.30 -4.08 -4.12  0.26
O4 -7.32 -4.38 -4.62  -0.59
N6 -5.96 -4.39 -2.89  0.09
C23 -6.87 -4.92 -1.88  -0.91
C24 -4.67 -3.91 -2.42  -0.72
H52 -5.48 -3.57 -4.66  0.20
H53 -7.84 -5.27 -2.22  0.29
H54 -7.13 -4.15 -1.16  0.32
H55 -6.34 -5.79 -1.48  0.33
H56 -4.75 -3.15 -1.64  0.37
H57 -4.19 -4.73 -1.88  0.27
H58 -4.08 -3.44 -3.21  0.09
C25 -5.68 4.42 6.68  0.03
O5 -6.31 4.06 5.73  -0.52
N7 -4.36 4.54 6.79  0.15
C26 -3.80 5.30 7.90  -0.98
C27 -3.33 4.02 5.89  -0.95
H59 -6.22 4.62 7.62  0.30
H60 -2.90 5.88 7.70  0.30
H61 -3.50 4.47 8.54  0.38
H62 -4.51 5.96 8.41  0.31
H63 -3.79 3.55 5.02  0.37
H64 -2.74 4.79 5.39  0.28
H65 -2.78 3.28 6.46  0.33
C28 5.13 -3.83 0.98  0.16
O6 5.05 -4.77 1.72  -0.61
N8 6.12 -3.65 0.12  0.10
C29 6.36 -2.49 -0.79  -0.90
C30 7.27 -4.61 0.18  -0.99
H66 4.30 -3.11 0.89  0.34
H67 7.34 -2.01 -0.75  0.28
H68 5.59 -1.73 -0.62  0.33
H69 6.37 -2.93 -1.79  0.31
H70 8.26 -4.16 0.11  0.31
H71 7.24 -5.19 1.10  0.33
H72 7.24 -5.40 -0.57  0.32

Below is 7 unconnected molecules or ions with the total composition C30H72N2O7 at a distorted geometry, with properties calculated with the ωB97M-V functional and the def2-TZVPD basis.

## Properties
- calculated total energy (a.u.) = -1822.25276
- net charge = 0
- LUMO energy (eV) = 0.5278
- frontier orbital gap (eV) = 8.9
- energy above the lowest of the compared OMol25 structures with the same formula, charge and spin (kcal per mole) = 49.4
- structure (SMILES) = CC1(C)CCCC(C)(C)N1O.CC1(C)CCCC(C)(C)N1O.CC(C)O.CC(C)O.CCO.CCO.CCO

Last column: Mulliken charge in e.
Cartesian coordinates (Å):
C1 -5.21 -0.83 -0.79  -2.12
C2 -3.70 -1.03 -0.80  1.71
C3 -3.07 -0.26 0.34  -0.74
C4 -3.45 -2.62 -0.60  -1.45
C5 -1.99 -2.90 -0.89  0.70
C6 -1.65 -2.52 -2.34  -1.30
C7 -1.91 -0.99 -2.71  1.79
C8 -0.78 -0.13 -2.16  0.71
C9 -1.96 -0.82 -4.28  -1.93
N1 -3.30 -0.69 -2.23  -0.08
O1 -3.50 0.69 -2.32  -0.31
H1 -5.67 -1.12 -1.70  0.51
H2 -5.65 -1.45 0.01  0.42
H3 -5.36 0.23 -0.58  0.40
H4 -3.45 -0.65 1.29  0.39
H5 -1.99 -0.28 0.41  -0.58
H6 -3.38 0.78 0.33  0.45
H7 -3.66 -2.88 0.43  0.39
H8 -4.18 -3.19 -1.22  0.30
H9 -1.35 -2.36 -0.20  -0.61
H10 -1.70 -3.90 -0.77  0.66
H11 -2.21 -3.13 -3.03  0.42
H12 -0.54 -2.70 -2.54  0.29
H13 -0.55 -0.47 -1.17  -1.06
H14 -1.21 0.91 -1.98  -0.80
H15 0.08 -0.03 -2.80  0.45
H16 -2.90 -1.32 -4.59  0.45
H17 -1.06 -1.24 -4.70  0.41
H18 -2.15 0.23 -4.50  0.42
H19 -4.10 0.91 -3.05  0.31
C10 -0.38 2.71 0.35  -1.67
C11 0.00 3.64 -0.78  1.61
C12 -0.09 5.13 -0.19  -1.68
C13 1.39 3.24 -1.29  -0.94
C14 1.77 4.06 -2.51  -0.52
C15 0.75 3.74 -3.62  -1.68
C16 -0.74 3.97 -3.28  1.99
C17 -1.17 5.45 -3.38  -1.68
C18 -1.55 3.16 -4.24  -2.11
N2 -0.97 3.34 -1.91  1.05
O2 -2.35 3.48 -1.58  -0.67
H20 -0.22 1.73 0.01  -0.24
H21 0.25 2.95 1.20  0.76
H22 -1.43 2.83 0.64  0.32
H23 0.22 5.18 0.85  0.46
H24 0.62 5.85 -0.72  0.27
H25 -1.07 5.56 -0.18  0.38
H26 2.08 3.21 -0.44  0.20
H27 1.25 2.20 -1.56  -0.05
H28 1.76 5.12 -2.14  0.37
H29 2.82 3.85 -2.79  0.49
H30 0.87 2.69 -3.63  0.39
H31 1.03 4.17 -4.63  0.40
H32 -1.77 5.82 -2.53  0.24
H33 -1.65 5.63 -4.30  0.51
H34 -0.25 6.15 -3.30  0.29
H35 -1.19 3.29 -5.22  0.70
H36 -2.65 3.38 -4.11  0.35
H37 -1.59 2.02 -4.03  0.02
H38 -2.59 2.51 -1.71  0.34
C19 -2.67 -2.08 4.06  -1.91
C20 -1.19 -2.08 4.05  1.16
C21 -0.39 -3.36 4.36  -1.28
O3 -0.71 -1.77 2.72  -0.46
H39 -3.09 -2.78 3.36  0.35
H40 -3.10 -1.09 3.91  0.40
H41 -3.06 -2.45 4.97  0.49
H42 -0.88 -1.30 4.79  0.15
H43 -0.97 -4.24 4.05  0.40
H44 -0.13 -3.36 5.44  0.35
H45 0.57 -3.29 3.81  0.21
H46 -1.36 -1.27 2.21  -0.08
C22 3.82 -2.36 4.85  -0.92
C23 3.20 -1.63 6.00  0.43
C24 3.61 -0.21 6.03  -0.78
O4 1.75 -1.73 5.87  -0.55
H47 3.51 -3.41 4.78  0.32
H48 4.94 -2.53 4.81  0.38
H49 3.50 -1.85 3.89  -0.04
H50 3.46 -2.29 6.86  0.28
H51 2.95 0.40 6.68  0.30
H52 3.50 0.16 4.96  -0.14
H53 4.61 0.00 6.34  0.42
H54 1.58 -1.75 4.93  0.19
C25 1.27 -4.84 0.59  -1.39
C26 1.62 -3.50 0.00  0.64
O5 2.53 -2.83 0.82  -0.57
H55 0.67 -5.35 -0.12  0.46
H56 0.79 -4.74 1.57  0.12
H57 2.14 -5.50 0.73  0.38
H58 0.71 -2.95 -0.21  -0.41
H59 2.16 -3.60 -0.96  0.35
H60 2.17 -2.19 1.47  0.27
C27 3.37 0.88 1.52  -1.57
C28 1.95 0.29 1.54  1.33
O6 1.89 -0.82 2.49  0.00
H61 3.48 1.64 0.77  0.37
H62 4.11 0.18 1.22  0.35
H63 3.60 1.28 2.54  0.27
H64 1.72 -0.14 0.57  -0.66
H65 1.20 1.02 1.89  0.21
H66 0.99 -1.14 2.41  0.02
C29 3.16 0.36 -3.14  -1.43
C30 2.95 -0.86 -2.25  0.82
O7 4.13 -0.97 -1.51  -0.61
H67 3.44 1.29 -2.66  0.21
H68 2.24 0.46 -3.67  0.35
H69 3.86 0.16 -3.95  0.48
H70 2.62 -1.74 -2.83  0.31
H71 2.12 -0.70 -1.55  -0.42
H72 4.10 -1.70 -0.88  0.35

Below is 8 unconnected molecules or ions with the total composition C30H72N8O6 at a distorted geometry, with properties calculated with the ωB97M-V functional and the def2-TZVPD basis.

## Properties
- calculated total energy (a.u.) = -2075.38753
- net charge = +1
- LUMO energy (alpha / beta) (eV) = -2.5139 / -7.1177
- spin multiplicity = 2
- frontier orbital gap (alpha / beta) (eV) = 6.8 / 2.2

Last column: Mulliken charge in e.
Cartesian coordinates (Å):
C1 -1.43 1.10 -2.70  -1.34
C2 -0.24 0.88 -1.68  0.80
N1 1.02 0.54 -2.36  0.10
C3 1.97 -0.17 -1.55  -0.06
C4 1.40 -1.54 -1.05  -0.95
C5 1.68 1.63 -3.14  -1.01
C6 2.40 2.63 -2.17  -0.54
H1 -1.19 1.80 -3.50  0.32
H2 -2.39 1.30 -2.21  -0.17
H3 -1.44 0.11 -3.16  0.46
H4 -0.17 1.82 -1.12  -0.49
H5 -0.54 0.07 -1.01  0.32
H6 2.91 -0.44 -2.04  0.44
H7 2.27 0.39 -0.66  0.03
H8 2.20 -2.11 -0.60  0.09
H9 0.60 -1.58 -0.31  -0.04
H10 1.02 -2.08 -1.91  0.50
H11 0.90 2.12 -3.72  0.29
H12 2.39 1.27 -3.88  0.44
H13 1.91 2.67 -1.20  -0.09
H14 2.24 3.61 -2.64  0.46
H15 3.48 2.54 -2.18  0.37
C7 4.19 -9.21 0.60  -1.04
C8 4.56 -7.76 0.95  -0.55
N2 3.38 -6.87 0.81  0.46
C9 2.89 -6.81 -0.60  -0.68
C10 2.58 -5.40 -1.08  -1.28
C11 2.26 -6.95 1.84  -0.32
C12 2.76 -6.60 3.21  -1.24
H16 5.04 -9.89 0.61  0.41
H17 3.67 -9.30 -0.36  0.33
H18 3.47 -9.67 1.28  0.31
H19 4.96 -7.76 1.96  0.36
H20 5.37 -7.27 0.40  0.41
H21 3.61 -7.24 -1.30  0.56
H22 2.01 -7.45 -0.65  0.38
H23 3.11 -4.61 -0.56  0.29
H24 2.82 -5.30 -2.14  0.45
H25 1.50 -5.25 -1.00  0.37
H26 1.92 -7.98 1.95  0.28
H27 1.41 -6.36 1.50  0.50
H28 1.93 -6.68 3.92  0.41
H29 3.00 -5.55 3.39  0.13
H30 3.59 -7.25 3.48  0.43
C13 0.76 -2.76 2.70  -0.93
C14 1.99 -1.89 2.57  0.82
O1 1.89 -0.75 2.11  -0.43
N3 3.13 -2.44 2.86  -0.06
C15 4.44 -1.76 2.79  -0.81
H31 0.32 -2.74 1.70  0.22
H32 0.09 -2.39 3.47  0.24
H33 0.90 -3.81 2.96  0.21
H34 3.00 -3.40 3.16  0.00
H35 4.48 -0.97 3.54  0.32
H36 4.44 -1.31 1.80  0.18
H37 5.24 -2.45 3.06  0.32
C16 -8.11 -0.02 -2.32  -1.16
C17 -6.81 0.81 -2.52  0.66
O2 -5.82 0.25 -2.85  -0.56
N4 -6.77 2.19 -2.36  -0.14
C18 -5.62 2.93 -2.84  -1.03
H38 -7.88 -0.85 -1.64  0.28
H39 -8.34 -0.37 -3.32  0.33
H40 -9.04 0.46 -2.04  0.36
H41 -7.50 2.78 -1.97  0.28
H42 -4.73 2.33 -3.06  0.25
H43 -5.39 3.84 -2.28  0.31
H44 -5.96 3.27 -3.82  0.47
C19 0.29 1.99 1.97  -0.28
C20 -0.33 1.80 3.41  0.17
O3 0.21 2.36 4.31  -0.67
N5 -1.33 0.95 3.57  0.01
C21 -1.77 0.05 2.58  -0.16
H45 -0.55 2.59 1.62  0.39
H46 0.27 1.11 1.32  0.02
H47 1.24 2.51 1.83  0.15
H48 -1.72 0.87 4.50  0.25
H49 -2.67 -0.51 2.82  0.47
H50 -0.95 -0.67 2.58  -0.16
H51 -1.87 0.48 1.58  -0.11
C22 -0.56 4.72 -2.24  -0.47
C23 -1.64 5.37 -1.36  0.55
O4 -1.36 5.58 -0.21  -0.65
N6 -2.76 5.72 -1.95  -0.12
C24 -3.87 6.31 -1.21  -0.61
H52 -1.01 4.10 -3.02  0.14
H53 -0.06 4.11 -1.49  -0.02
H54 0.14 5.41 -2.71  0.37
H55 -2.83 5.59 -2.95  0.24
H56 -4.45 5.54 -0.70  -0.10
H57 -4.50 6.91 -1.87  0.38
H58 -3.68 7.05 -0.43  0.29
C25 -4.64 1.05 0.14  -0.73
C26 -4.72 2.39 0.93  0.87
O5 -3.90 2.66 1.76  -0.67
N7 -5.68 3.20 0.73  -0.18
C27 -5.89 4.46 1.43  -1.14
H59 -4.16 1.09 -0.83  0.00
H60 -5.63 0.59 0.13  0.36
H61 -4.02 0.32 0.66  0.11
H62 -6.49 2.84 0.24  0.20
H63 -6.40 5.30 0.94  0.32
H64 -4.94 4.86 1.80  0.36
H65 -6.47 4.11 2.27  0.43
C28 5.56 1.41 0.84  -0.83
C29 4.69 2.62 0.75  0.73
O6 3.61 2.71 1.31  -0.62
N8 5.17 3.61 -0.04  -0.18
C30 4.33 4.72 -0.53  -0.88
H66 5.92 1.10 -0.13  0.39
H67 4.96 0.64 1.32  -0.19
H68 6.36 1.46 1.58  0.42
H69 6.15 3.70 -0.25  0.21
H70 4.62 5.71 -0.16  0.35
H71 3.27 4.54 -0.36  0.24
H72 4.33 4.66 -1.62  0.35